{"formula": "C15H44O7", "method": "ωB97M-V/def2-TZVPD", "species": ["O", "O", "O", "O", "O", "O", "O", "C", "C", "C", "C", "C", "C", "C", "C", "C", "C", "C", "C", "C", "C", "C", "H", "H", "H", "H", "H", "H", "H", "H", "H", "H", "H", "H", "H", "H", "H", "H", "H", "H", "H", "H", "H", "H", "H", "H", "H", "H", "H", "H", "H", "H", "H", "H", "H", "H", "H", "H", "H", "H", "H", "H", "H", "H", "H", "H"], "positions_angstrom": [[0.581900, 3.614140, -0.258378], [1.570630, -0.949850, -0.536108], [0.647530, 0.388180, 0.217782], [-1.692920, -2.410950, -1.470448], [-3.210730, 0.759100, 1.091462], [0.876580, 2.167590, 0.970552], [-0.040120, -5.110910, 1.924152], [0.791000, 3.326840, -1.638428], [-1.967140, -5.396500, 0.610342], [0.358790, 2.443820, 3.306742], [-3.645250, -0.408650, 0.557432], [2.273930, 3.181810, -1.909708], [-0.599070, -3.153760, 0.726882], [-0.365960, -0.321790, 0.911072], [-1.870570, -1.013620, -1.772858], [0.039280, 2.842740, 1.854012], [0.058950, 2.037630, -1.987368], [2.491190, -0.341260, -1.370928], [-0.575200, -4.657750, 0.710692], [-1.406110, 2.681570, 1.417792], [3.198620, 0.654970, -0.556458], [3.372290, -1.365700, -1.970118], [0.963800, -0.278200, -0.216338], [-1.247350, 0.300090, 1.067642], [3.800190, -2.009480, -1.201658], [0.346950, 1.228290, -1.316448], [2.823580, 2.348490, -1.472018], [-2.783250, -4.953940, 1.181472], [2.660810, 1.469630, -0.071508], [-1.117480, -0.403350, -1.274338], [-2.873570, -0.695340, -1.488648], [1.199670, 4.325830, -0.075438], [2.027210, 0.223620, -2.179468], [-1.046210, -2.733380, -0.173928], [-0.026800, -0.580080, 1.914252], [-0.754660, -5.194900, 2.559742], [-1.836170, -0.833580, -2.847338], [2.774130, 4.043350, -1.467398], [1.385120, 2.712350, 3.557042], [0.122290, -5.017750, -0.045628], [-4.322480, -0.941950, 1.224552], [-2.117780, 3.204050, 2.057052], [-0.743330, -2.539080, -1.529228], [4.131690, -0.845130, -2.553568], [0.203600, 1.370630, 3.417562], [-1.788250, -6.439190, 0.872832], [2.604150, 3.297560, -2.942008], [-0.983170, 2.160070, -1.692238], [-4.177650, -0.266100, -0.382958], [-0.792400, -1.215890, 0.456292], [0.350100, 4.171290, -2.168158], [0.659890, 1.226260, 0.685822], [0.732580, 2.609790, 0.130722], [-2.823950, -1.108150, 0.401622], [0.429240, -2.797240, 0.786642], [-1.465270, 3.219850, 0.471822], [-0.246300, 2.972920, 4.042962], [-2.766000, 0.485720, 1.897112], [3.967240, 1.167220, -1.135188], [-1.101290, -2.683430, 1.572252], [3.753030, 0.159900, 0.240812], [0.259600, 3.906270, 1.762052], [-2.353160, -5.383890, -0.408938], [2.944960, -2.030530, -2.720778], [0.128130, 1.706190, -3.023448], [-1.789030, 1.673590, 1.258302]], "atomic_forces_ev_per_a": [[-1.263, 8.398, -7.064], [8.357, -13.205, -7.455], [-14.358, 7.569, 8.348], [-1.229, 1.629, -2.502], [-0.707, 1.003, 0.706], [3.044, 2.542, 10.229], [1.132, -0.581, 1.211], [0.161, -0.542, -2.442], [0.845, 0.559, -1.389], [-0.039, -0.002, -0.522], [-1.290, -2.712, -0.385], [1.184, 1.422, -0.075], [0.806, -0.456, 0.164], [-1.245, 0.485, 1.468], [-0.413, 0.002, -1.053], [-0.761, 0.652, 2.176], [-0.949, 0.166, 0.817], [-1.746, -0.819, 0.454], [-1.959, -0.431, 0.768], [-0.138, 0.778, -0.044], [2.783, 0.911, 1.292], [1.335, -0.373, -0.975], [3.515, -6.690, -5.590], [0.819, -0.242, -0.347], [0.218, 0.187, 0.050], [0.337, 0.294, -0.783], [-1.025, 0.388, -0.539], [0.337, 0.111, 0.526], [-0.261, -0.748, -0.001], [-0.206, -0.040, -0.239], [0.594, -0.347, -0.154], [0.192, 0.119, 0.471], [-0.474, 0.024, -0.628], [0.320, -0.941, 2.153], [0.317, -0.307, 0.057], [0.014, 0.076, 0.063], [0.381, -0.090, -0.192], [0.132, 0.454, 0.287], [0.143, -0.293, -0.175], [-0.218, -0.013, -0.280], [-0.401, 0.028, 0.167], [0.146, 0.002, 0.354], [0.373, -0.122, -0.770], [0.659, -0.062, 0.172], [0.129, -0.031, 0.220], [-0.201, 0.038, 0.141], [-0.631, -0.326, -0.297], [-0.416, 0.150, -0.471], [0.022, 0.302, 0.234], [1.200, 0.850, -0.226], [0.208, -0.043, -0.409], [-0.015, -0.046, 1.553], [0.573, -0.673, 0.052], [-0.094, -0.037, -0.149], [0.144, -0.104, -0.005], [-0.376, -0.255, -0.143], [-0.333, -0.012, -0.248], [-0.241, 0.336, 0.465], [0.409, -0.104, -0.188], [-0.334, -0.663, 0.414], [-0.037, -0.254, 0.182], [0.048, 0.152, 0.343], [0.092, -0.021, -0.217], [-0.748, 0.083, 0.242], [0.152, 0.382, 0.070], [0.985, 1.495, 0.103]], "max_force_ev_per_a": 18.25, "total_charge": 0, "relative_energy_ev": 17.505}



{"formula": "C29H33FeN4Si", "method": "ωB97M-V/def2-TZVPD", "species": ["Fe", "Si", "N", "N", "N", "N", "C", "C", "C", "C", "C", "C", "C", "C", "C", "C", "C", "C", "C", "C", "C", "C", "C", "C", "C", "C", "C", "C", "C", "C", "C", "C", "C", "C", "C", "H", "H", "H", "H", "H", "H", "H", "H", "H", "H", "H", "H", "H", "H", "H", "H", "H", "H", "H", "H", "H", "H", "H", "H", "H", "H", "H", "H", "H", "H", "H", "H", "H"], "positions_angstrom": [[-1.104824, -0.607300, -0.143907], [1.046085, -0.028079, 0.171972], [-1.094158, -0.465886, -2.141425], [-1.882581, 1.111607, -0.189642], [-1.204525, -2.635033, -0.340895], [-1.861465, -0.684213, 1.724523], [0.605669, 2.637555, 1.209636], [-3.459327, 3.321045, -0.348509], [-2.489228, 1.553018, 0.914134], [2.252903, 1.830720, -1.733923], [2.148819, -0.457537, -2.415794], [0.942342, 3.296676, 3.498405], [4.267406, -2.535509, 1.116295], [1.471503, 2.043098, 3.769198], [-1.545488, -2.834815, -1.773237], [2.327327, -3.486546, 2.159797], [3.487982, -1.510530, 0.597197], [0.516756, 3.595362, 2.210233], [-2.888221, 2.793245, -1.501333], [-2.282742, -2.868466, 0.651115], [-2.106539, 1.658359, -1.387752], [2.991267, 1.198870, -3.938806], [-1.453433, 0.916268, -2.534874], [2.784535, 2.172594, -2.973215], [1.556723, -2.457452, 1.632541], [1.568253, 1.093114, 2.758335], [2.679723, -0.124730, -3.654791], [2.112632, -1.447838, 0.841233], [-2.039576, -1.550825, -2.454687], [1.131267, 1.363283, 1.456433], [-2.890221, -1.530602, 1.101261], [3.688639, -3.526710, 1.897187], [1.911055, 0.510969, -1.429907], [-3.287280, 2.681049, 0.872688], [-2.244677, 0.690401, 2.131048], [-0.181383, -0.674005, -2.538434], [3.408909, 1.465255, -4.900842], [1.819666, 1.806660, 4.766915], [1.871253, -4.251256, 2.776673], [-3.804471, -1.686615, 1.683271], [-2.099486, 0.937177, -3.416237], [3.047967, 3.202205, -3.180827], [-2.287506, -3.627234, -1.903179], [2.118086, 2.606286, -0.988743], [1.995713, 0.123227, 2.986805], [0.251419, 2.893566, 0.215007], [-2.136220, -1.734412, -3.529656], [-3.773501, 3.047788, 1.766434], [1.947039, -1.504025, -2.192119], [2.866283, -0.895950, -4.392033], [5.330709, -2.561252, 0.914148], [-0.630019, -3.158321, -2.271079], [0.493363, -2.426688, 1.860205], [-3.125026, 0.700649, 2.779903], [-3.065400, 3.248379, -2.466371], [0.117359, 4.577155, 1.985893], [-0.392445, -3.193445, -0.107539], [-3.070344, -3.507195, 0.243859], [-1.386032, -1.156344, 2.483928], [-3.224627, -0.996253, 0.190681], [4.297021, -4.324582, 2.302523], [-1.396384, 1.098977, 2.687100], [0.873359, 4.040654, 4.281429], [-4.071899, 4.210432, -0.408886], [3.957232, -0.745283, -0.011003], [-1.857972, -3.385848, 1.513166], [-0.519774, 1.421587, -2.794871], [-3.029487, -1.266450, -2.086660]], "atomic_forces_ev_per_a": [[0.362, 0.039, -0.181], [0.025, -0.062, 0.075], [0.001, -0.010, 0.061], [-0.062, 0.024, -0.011], [-0.068, -0.009, 0.001], [0.036, 0.082, -0.120], [-0.022, -0.006, 0.007], [0.034, -0.045, -0.018], [0.004, 0.008, 0.048], [-0.020, -0.011, -0.031], [0.002, 0.030, 0.007], [0.004, -0.006, 0.003], [0.002, 0.003, -0.004], [0.000, -0.012, -0.008], [-0.011, -0.007, 0.011], [-0.032, 0.005, 0.002], [-0.030, -0.039, 0.010], [-0.010, 0.009, -0.019], [-0.040, 0.059, 0.025], [0.016, 0.039, 0.011], [0.032, -0.023, -0.036], [-0.003, 0.011, -0.007], [-0.019, 0.016, -0.029], [-0.004, 0.011, 0.013], [0.034, 0.016, -0.006], [-0.036, 0.041, -0.015], [-0.011, -0.028, 0.011], [0.010, 0.011, -0.012], [0.018, -0.028, -0.014], [0.028, -0.045, 0.046], [-0.234, -0.091, -0.187], [0.010, -0.001, 0.000], [-0.028, 0.046, 0.025], [-0.004, 0.026, 0.002], [-0.046, -0.033, 0.003], [-0.001, -0.007, -0.015], [0.001, -0.001, 0.000], [0.002, 0.000, -0.001], [0.002, 0.001, 0.000], [0.124, 0.043, 0.198], [0.020, -0.010, -0.014], [0.000, -0.001, 0.002], [0.021, -0.019, 0.003], [0.031, -0.014, -0.025], [0.010, -0.002, 0.011], [-0.020, -0.001, 0.018], [-0.014, 0.023, -0.005], [0.006, -0.011, 0.002], [0.006, -0.003, -0.014], [-0.001, 0.002, 0.003], [-0.003, 0.004, -0.002], [0.004, 0.002, -0.001], [0.003, -0.009, 0.017], [0.017, -0.028, 0.017], [0.009, -0.010, -0.004], [0.001, -0.003, 0.001], [0.020, 0.030, 0.009], [-0.004, 0.000, -0.008], [-0.035, 0.004, 0.038], [-0.149, -0.038, 0.117], [-0.001, 0.000, -0.002], [-0.005, -0.002, 0.004], [-0.001, 0.000, -0.002], [0.000, -0.001, -0.004], [0.010, -0.003, 0.007], [0.011, -0.004, -0.007], [0.000, 0.012, -0.008], [0.000, 0.026, -0.002]], "max_force_ev_per_a": 0.41, "total_charge": 1, "energy_ev": -78829.52219}



{"formula": "C12H15HgSe2", "method": "ωB97M-V/def2-TZVPD", "species": ["Hg", "Se", "Se", "C", "C", "C", "C", "C", "C", "C", "C", "C", "C", "C", "C", "H", "H", "H", "H", "H", "H", "H", "H", "H", "H", "H", "H", "H", "H", "H"], "positions_angstrom": [[-0.676932, -0.495039, 2.803035], [1.619570, -2.396025, 1.306723], [1.962282, 1.379787, 2.179084], [-4.824046, 1.238257, -3.086457], [3.738247, 2.134096, 2.437599], [-3.620271, -0.407756, -1.811577], [-4.542506, -0.089486, -2.795158], [-4.171567, 2.249751, -2.395171], [-1.200716, -0.007046, 0.772997], [2.360146, 0.322408, 0.584549], [-3.248489, 1.939117, -1.409647], [2.840762, -3.906721, 1.190173], [-2.060987, 0.275614, -0.039107], [2.965559, -1.040643, 0.872958], [-2.972004, 0.605314, -1.100736], [3.190227, -4.007665, 0.165894], [-5.550243, 1.483807, -3.850464], [3.053348, 0.922410, -0.004945], [3.484832, -1.417447, -0.009646], [3.983250, 2.775478, 1.594908], [-4.386132, 3.286259, -2.621902], [-5.046775, -0.881479, -3.333965], [-3.392624, -1.438633, -1.575587], [1.419528, 0.243116, 0.041029], [3.677660, -3.759025, 1.868331], [4.477292, 1.344453, 2.548318], [3.670225, -1.000968, 1.703485], [-2.734781, 2.719220, -0.863928], [3.698094, 2.724596, 3.349341], [2.287051, -4.795751, 1.479867]], "atomic_forces_ev_per_a": [[-0.030, 0.025, -0.206], [0.000, 0.045, -0.150], [-0.107, 0.078, -0.110], [0.003, -0.004, 0.002], [-0.056, -0.159, 0.007], [-0.002, 0.050, 0.026], [0.024, -0.030, -0.006], [0.032, 0.021, 0.001], [-0.191, -0.038, 0.510], [0.042, 0.038, 0.136], [-0.016, -0.044, 0.011], [-0.025, 0.132, 0.111], [0.274, 0.022, -0.314], [-0.006, -0.150, -0.020], [-0.058, -0.028, 0.116], [0.015, -0.024, 0.003], [0.005, 0.001, -0.002], [-0.034, 0.007, -0.041], [0.009, 0.035, -0.017], [0.017, 0.005, 0.006], [0.008, -0.003, -0.003], [0.008, 0.004, -0.004], [-0.032, -0.007, -0.002], [0.019, 0.003, -0.045], [0.013, -0.054, 0.004], [0.026, 0.022, 0.018], [0.051, 0.043, -0.035], [-0.028, 0.016, 0.006], [0.030, 0.005, 0.001], [0.011, -0.011, -0.001]], "s2": 0.756, "max_force_ev_per_a": 0.55, "multiplicity": 2, "total_charge": 0, "energy_ev": -147550.87513}



What is the formula in the first record?
C15H44O7